Record 1
{"formula": "C12H15Cl2N2", "method": "ωB97M-V/def2-TZVPD", "charge": 1, "e_lumo_ev": -2.81, "gap_ev": 9.45, "symbols": ["C", "C", "C", "C", "C", "C", "C", "C", "N", "C", "C", "N", "C", "H", "H", "H", "H", "H", "H", "H", "H", "H", "H", "H", "H", "H", "C", "Cl", "Cl", "H", "H"], "xyz": [[-0.6276, 3.1853, 1.0623], [-0.8181, 2.1341, -0.0193], [-1.9401, 2.1301, -0.8201], [-2.1350, 1.1796, -1.7805], [-1.2082, 0.1824, -2.0030], [-0.0762, 0.1556, -1.2072], [0.1073, 1.1248, -0.2337], [1.3907, 0.9751, 0.6022], [1.2225, -0.2217, 1.4712], [1.8086, -1.4646, 1.3686], [1.2787, -2.1592, 2.4008], [0.3924, -1.3688, 3.0640], [0.3818, -0.1663, 2.4702], [-1.5756, 3.4736, 1.5188], [-0.0357, 2.7329, 1.8672], [-0.0410, 4.0394, 0.7136], [-2.7132, 2.8852, -0.7022], [-3.0157, 1.1644, -2.4153], [-1.3453, -0.5911, -2.7578], [0.7018, -0.6110, -1.3263], [1.5563, 1.8605, 1.2097], [2.1961, 0.8127, -0.1148], [2.5177, -1.7532, 0.6123], [1.4739, -3.1856, 2.6735], [-0.1803, -1.5778, 3.8686], [-0.2514, 0.6365, 2.8149], [0.0731, -3.2152, -2.8743], [0.3885, -1.9824, -4.0913], [1.2744, -3.1385, -1.5900], [-0.9043, -3.0472, -2.4335], [0.1038, -4.1894, -3.3488]]}


Record 2
{"formula": "C4H14O4", "method": "ωB97M-V/def2-TZVPD", "e_lumo_ev": -3.96, "gap_ev": 4.01, "symbols": ["O", "C", "C", "C", "C", "H", "H", "H", "H", "H", "H", "H", "H", "H", "H", "O", "H", "H", "O", "H", "H", "O"], "xyz": [[2.5517, -0.1245, 0.2544], [2.1311, -1.4484, -0.0137], [1.1842, -1.3721, -1.1635], [-0.1025, -0.8092, -1.0423], [-1.1716, -1.9792, -1.1536], [2.9803, -2.0484, -0.3108], [1.7062, -1.1536, -2.0968], [1.6748, -1.8839, 0.8729], [-0.2599, -0.2890, -0.0776], [-0.2566, -0.1329, -1.8900], [-0.8970, -2.6596, -0.3429], [-1.0191, -2.5684, -2.0534], [-2.1972, -1.6511, -1.0291], [-0.9211, 2.8064, -0.5157], [-0.8717, 1.5398, 0.4557], [-0.8305, 1.8454, -0.5088], [-1.2250, 2.7016, 1.9506], [-1.0213, 3.8917, 2.8764], [-1.1167, 3.6852, 1.9445], [-1.2093, 0.1183, 2.2080], [2.0229, 0.5134, -0.2496], [-1.1514, 1.0183, 1.8854]]}


Record 3
{"formula": "C3H5O4", "method": "ωB97M-V/def2-TZVPD", "multiplicity": 2, "e_lumo_ev": [0.76, 0.41], "gap_ev": [8.24, 11.28], "s_squared": 0.752, "symbols": ["O", "C", "C", "H", "H", "H", "O", "H", "O", "C", "O", "H"], "xyz": [[0.1783, 0.3275, 2.0493], [0.0012, 0.9013, 0.8178], [1.0312, 0.3409, -0.1874], [-0.0508, 1.9914, 0.9014], [1.1545, 0.9838, -1.0686], [2.0080, 0.1892, 0.2890], [0.4494, -0.9325, -0.4795], [0.4545, -0.6676, 1.8237], [-1.2904, 0.3911, 0.1488], [-1.0215, -0.7629, -0.5082], [-1.6085, -0.9645, -1.6984], [-1.3060, -1.7978, -2.0879]]}


Record 4
{"formula": "C6H12N4O2", "method": "ωB97M-V/def2-TZVPD", "charge": 2, "e_lumo_ev": -7.73, "gap_ev": 7.60, "symbols": ["C", "C", "C", "C", "C", "C", "N", "N", "N", "N", "O", "O", "H", "H", "H", "H", "H", "H", "H", "H", "H", "H", "H", "H"], "xyz": [[2.4189, -2.9366, 3.1001], [2.3886, -1.6728, 1.2259], [0.2792, -0.8802, 0.9390], [1.7112, -0.6548, 0.7223], [-0.6609, 0.5284, -1.0459], [-2.0265, 0.8433, -1.6048], [1.7574, -2.2497, 2.2277], [0.4015, 1.1504, -1.2710], [-0.6080, -0.3571, 0.0311], [-1.8260, 1.6208, -2.8821], [2.4398, 0.2417, 0.0442], [2.0255, -3.5041, 4.1555], [3.4512, -3.0400, 2.8812], [3.4351, -1.7023, 1.0588], [-2.5969, 1.5202, -0.9160], [-2.5047, -0.0890, -1.8702], [0.7700, -1.9451, 2.1240], [0.4663, 1.9758, -1.8213], [1.9154, 0.8106, -0.5606], [-1.4591, -0.9073, 0.0588], [-2.6795, 1.9277, -3.3449], [-1.3146, 0.9871, -3.5340], [-1.2665, 2.4808, -2.6158], [1.0982, -3.5247, 4.4162]]}


What ΔE to the lowest compared entry with this formula, charge and spin values result from the calculations? In sequence: 5.67, 132.61, 16.62, 69.98 kcal per mole.